[1]
Molecular formula: C25H45ClFeP2
Method: DFT, the ωB97M-V functional and the def2-TZVPD basis

Structure (ORCA input):
```
! RIJCOSX wB97M-V def2-TZVPD def2/J DEFGRID3
* xyz 1 6
Fe -1.2738 0.5158 1.5428
C -1.8367 2.5972 1.3782
C -2.5580 1.7925 0.4139
C -3.1396 1.0670 2.5405
C -2.2171 2.1585 2.6779
C -3.3871 0.8704 1.1487
C -1.0689 3.8375 1.1105
H -0.7678 3.9269 0.0636
H -0.1722 3.8818 1.7410
H -1.6880 4.7121 1.3558
C -1.9245 2.8752 3.9444
H -1.0004 3.4580 3.8537
H -1.8241 2.1901 4.7937
H -2.7386 3.5779 4.1865
C -3.9398 0.4654 3.6384
H -4.7904 1.1137 3.9030
H -3.3413 0.3231 4.5432
H -4.3430 -0.5087 3.3361
C -4.5200 0.0849 0.6123
H -5.4524 0.6479 0.7598
H -4.6288 -0.8688 1.1430
H -4.4202 -0.1071 -0.4595
C -2.7209 2.0996 -1.0262
H -3.6070 2.7393 -1.1748
H -2.8773 1.1844 -1.6141
H -1.8553 2.6366 -1.4267
C 4.6497 -0.6730 -2.1041
C 4.2146 0.2990 -2.9168
C 3.8780 0.1504 -4.3731
C 3.3511 -1.2325 -4.8367
C 2.2291 -1.7918 -4.0226
C 2.3286 -2.5419 -2.9200
C 3.5962 -3.0032 -2.2622
C 4.8476 -2.1112 -2.4595
H 4.7547 0.3917 -4.9971
H 4.1865 -1.9344 -4.9457
H 3.1230 0.9110 -4.6222
H 5.2544 -2.2519 -3.4675
H 4.9642 -0.4331 -1.0807
H 4.1553 1.3312 -2.5531
H 5.6085 -2.5003 -1.7629
H 3.4051 -3.1001 -1.1814
H 1.4169 -2.9352 -2.4526
H 3.8540 -4.0186 -2.6074
H 2.9440 -1.0742 -5.8493
H 1.2405 -1.5826 -4.4521
P 0.6936 0.5981 0.5438
P -1.3457 -1.5711 0.8425
C 1.2573 -1.0897 -0.0354
C 0.3533 -2.2256 0.4382
H 2.2939 -1.2251 0.3081
H 1.2811 -1.0501 -1.1333
H 0.2047 -2.9661 -0.3552
H 0.7567 -2.7454 1.3156
C -2.1854 -2.6957 1.9879
H -3.2504 -2.4202 2.0125
H -1.7645 -2.5975 2.9959
H -2.0803 -3.7315 1.6395
C -2.1997 -1.7536 -0.7585
H -1.8963 -2.7084 -1.2091
H -1.9403 -0.9255 -1.4343
H -3.2834 -1.7597 -0.5988
C 2.0746 1.2287 1.5361
H 1.8234 2.2584 1.8391
H 2.9920 1.2356 0.9289
H 2.2175 0.6059 2.4274
C 0.7428 1.6264 -0.9618
H -0.1309 1.4239 -1.5986
H 1.6645 1.4188 -1.5275
H 0.7313 2.6876 -0.6709
Cl 0.7382 -1.3503 3.5294
C -0.4379 -0.0468 3.2653
H -1.2689 -0.2735 3.9532
H 0.0502 0.8818 3.6011
*
```

The LUMO energy (spin up / spin down) is -1.813 / -4.278 eV. The energy above the lowest of the compared OMol25 structures with the same formula, charge and spin comes out at 0.000 eV. Its expectation value of S² is 8.766.

[2]
Molecular formula: C25H45N2P3SSeTb
Method: DFT, the ωB97M-V functional and the def2-TZVPD basis

Structure (ORCA input):
```
! RIJCOSX wB97M-V def2-TZVPD def2/J DEFGRID3
* xyz 3 7
Tb -0.4244 -0.6362 -1.0119
P 1.6914 0.9460 0.6044
P -1.9368 1.6281 -0.1678
P 0.5937 1.3825 -2.7015
H -0.3071 -4.0387 -0.1671
C 0.5525 -3.7316 -0.8000
C 1.5361 -2.8596 -0.4399
H 1.5630 -2.3737 0.5643
C 2.1420 0.4266 2.3119
C 1.5384 2.7475 0.9847
C 3.3701 0.8647 -0.1611
C -3.6062 1.2816 -0.8571
C -2.4880 1.8836 1.5694
C -1.8034 3.4123 -0.6032
C 1.9450 0.6161 -3.6955
C 1.2793 3.0599 -2.5379
C -0.6863 1.7634 -3.9658
H 0.5636 -4.0999 -1.8260
H 2.3815 -2.5799 -1.1051
H 2.1903 -0.6655 2.3746
H 1.3940 0.7784 3.0315
H 3.1201 0.8528 2.5733
H 0.6532 2.9089 1.6166
H 1.4304 3.3560 0.0791
H 2.4355 3.0613 1.5384
H 3.6382 -0.1909 -0.3098
H 4.0811 1.3277 0.5396
H 3.4130 1.3651 -1.1385
H -4.2718 2.1346 -0.6662
H -3.9983 0.3846 -0.3609
H -3.5139 1.1064 -1.9364
H -3.1630 2.7531 1.6238
H -1.6130 2.0532 2.2106
H -3.0223 0.9830 1.9021
H -2.6738 3.9354 -0.1789
H -1.7905 3.5475 -1.6919
H -0.8879 3.8328 -0.1675
H 1.8480 0.9408 -4.7404
H 1.9187 -0.4827 -3.6631
H 2.9147 0.9524 -3.3026
H 1.4325 3.4798 -3.5422
H 2.2365 3.0118 -2.0113
H 0.5912 3.7129 -1.9918
H -0.2267 1.9710 -4.9449
H -1.2808 2.6277 -3.6411
H -1.3610 0.9028 -4.0524
C -0.7845 -2.6095 -4.6608
C -1.8081 -2.3308 -5.6020
C -1.9467 -3.1211 -6.7444
C -1.0359 -4.1844 -6.9789
C 0.0701 -4.3757 -6.1171
C 0.2251 -3.5527 -4.9763
S -0.8090 -1.6574 -3.1846
H -1.4369 -2.2490 -2.0073
H -2.4936 -1.5075 -5.3675
H -2.8055 -2.9540 -7.4120
H -1.1952 -4.8500 -7.8445
H 0.7909 -5.1992 -6.3085
H 1.0662 -3.6874 -4.2836
C 0.9998 -2.3797 4.2417
N -0.0006 -1.3715 4.5374
C -0.8737 -0.7970 3.6335
Se -1.1720 -1.4252 1.8755
N -1.4615 0.2463 4.3268
C -0.9166 0.3710 5.6193
C -1.1500 1.2909 6.6471
C -0.3051 1.2466 7.7731
C 0.7122 0.2852 7.8483
C 0.8608 -0.6760 6.8445
C 0.0249 -0.6276 5.7299
H 1.9832 -1.8866 4.1261
H 0.7018 -2.9124 3.3339
H 1.0528 -3.0744 5.0904
H -2.1801 0.8608 3.9306
H -2.0031 1.9870 6.5650
H -0.4524 1.9490 8.6015
H 1.3450 0.3039 8.7298
H 1.5987 -1.4451 6.8887
*
```

The LUMO energy (spin up / spin down) is -9.572 / -9.352 eV. The energy above the lowest of the compared OMol25 structures with the same formula, charge and spin comes out at 0.000 eV. Its expectation value of S² is 12.727.

[3]
Molecular formula: C25H46AlB2Br4F9KLiN2O12S2
Method: DFT, the ωB97M-V functional and the def2-TZVPD basis

Structure (ORCA input):
```
! RIJCOSX wB97M-V def2-TZVPD def2/J DEFGRID3
* xyz 0 1
C -4.0374 3.5043 2.9087
C -2.8659 2.4285 3.4035
O -1.6525 2.4962 2.5235
C -2.0239 2.1142 1.1420
C -0.8512 1.3230 0.3139
C -0.9755 -0.3111 0.3178
C 0.0587 -1.1208 1.3227
C 0.1109 -0.5373 2.8537
C 0.1097 -1.7776 3.9376
C 1.5882 -2.1810 4.5197
C 2.7426 -2.4242 3.3812
C 4.0673 -1.4340 3.5447
C 3.6956 0.1563 3.6845
C 3.6189 0.8829 2.2146
O 4.1004 2.2968 2.2639
C 3.0234 3.1716 2.7570
C 2.1623 4.1138 1.6984
O 2.7727 3.2201 4.0821
O -0.3858 -0.6632 -1.0167
S -1.0137 -2.2163 -1.4779
O -1.5143 -2.2126 -2.9559
O 0.1454 -3.2251 -1.1231
O -2.1809 -2.3869 -0.2361
C -2.4458 -1.0339 0.2779
C -3.6112 -0.4698 -0.7437
O -3.1150 0.4138 -1.8094
C -4.1125 1.4104 -2.2264
H -4.6720 2.9617 2.0565
H -4.7268 3.7839 3.8126
H -3.5073 4.4100 2.3903
H -2.6267 2.7152 4.5176
H -3.3019 1.3407 3.4188
H -2.2209 3.1434 0.5701
H -3.0445 1.5414 1.1696
H 0.2361 1.6070 0.6888
H -0.8932 1.6982 -0.8175
H 1.1455 -0.9476 0.8606
H -0.1129 -2.2777 1.3600
H -0.9203 0.0393 3.0234
H 0.9544 0.2465 3.0620
H -0.5210 -1.3876 4.8729
H -0.5057 -2.6619 3.4801
H 1.4516 -3.2250 5.0809
H 1.9807 -1.4190 5.3353
H 3.1595 -3.5353 3.5118
H 2.3743 -2.3521 2.2727
H 4.6917 -1.5934 2.5405
H 4.7580 -1.8113 4.4386
H 2.7329 0.3738 4.3492
H 4.5944 0.6596 4.2775
H 4.3488 0.2849 1.4866
H 2.5512 0.8745 1.7175
H 1.2730 4.6172 2.3102
H 2.8569 4.9258 1.1971
H 1.6783 3.4506 0.8407
H -2.7618 -1.0116 1.4275
H -4.0660 -1.4380 -1.2741
H -4.4915 -0.0243 -0.1024
H -4.5047 1.0962 -3.2954
H -3.5107 2.4265 -2.3995
H -4.9620 1.6227 -1.4502
Li -2.0621 -2.0347 5.5357
O -7.1446 -3.1955 7.3005
S -6.0348 -3.8306 6.5666
O -5.2868 -4.7164 7.4772
O -5.1324 -2.7894 6.0425
O -6.5759 -4.6215 5.4461
C 1.3663 -0.7203 -9.9432
C 0.1245 -0.0967 -9.3350
N 0.0740 -0.1309 -7.8648
C 1.0193 -0.6400 -6.9838
C 0.5148 -0.4860 -5.7248
N -0.7196 0.1224 -5.8591
C -0.9648 0.3474 -7.1586
C -1.6285 0.4714 -4.7757
H 1.4685 -1.7681 -9.6423
H 1.3155 -0.6855 -11.0355
H 2.2679 -0.1849 -9.6287
H -0.7659 -0.6216 -9.7009
H 0.0478 0.9527 -9.6411
H 1.9382 -1.0611 -7.3551
H 0.8792 -0.7345 -4.7424
H -1.8499 0.8195 -7.5675
H -2.5855 -0.0289 -4.9419
H -1.7706 1.5542 -4.7651
H -1.2136 0.1488 -3.8156
B 5.3592 2.1498 -0.9426
F 5.6683 1.0437 -0.0512
F 5.9538 1.9025 -2.2460
F 3.9171 2.2707 -1.0829
F 5.8974 3.3823 -0.3903
K -2.5563 -2.7978 -4.3911
Al 6.1318 -0.9310 5.0927
F 7.6098 2.7478 -2.6119
Br -2.5554 6.0835 2.6486
B 2.6968 2.8420 -5.1045
F 3.7957 3.1503 -4.2039
F 3.0674 1.7235 -5.9561
F 1.5185 2.4906 -4.3286
F 2.4055 4.0033 -5.9291
C -0.6412 -6.4734 5.8958
Br -0.1579 -6.5309 4.0123
Br 0.8745 -5.9959 7.0177
Br -2.1714 -5.3156 6.2153
H -0.9424 -7.4872 6.1797
*
```

The LUMO energy is -4.924 eV.